# 1
Molecular formula: C44H49N8Ru
Method: DFT, ωB97M-V with the def2-TZVPD basis set

The calculation puts the orbital gap at 6.145 eV. Its HOMO energy is -8.946 eV. Its total energy is -2238.73913 Eh. The total charge is +1.

Last column: Mulliken charge in e.
Atoms and positions in Å:
Ru  -0.41  -0.10  0.57  -0.3999
C  -2.18  -6.20  -2.58  -1.5872
C  -2.13  -4.99  -1.70  0.1959
C  -3.28  -4.31  -1.32  -1.1544
C  -3.23  -3.15  -0.56  -1.3538
C  -2.01  -2.61  -0.10  0.6848
N  -1.94  -1.45  0.61  2.2694
C  -3.12  -0.74  0.85  -1.2852
C  -4.01  -1.06  1.87  -0.2335
C  -5.12  -0.27  2.14  -0.8291
C  -5.37  0.88  1.40  0.2005
C  -6.53  1.78  1.74  -1.6672
C  -4.51  1.19  0.36  -0.2433
C  -3.43  0.37  0.06  0.0979
N  -2.67  0.66  -1.12  0.5093
C  -3.13  1.24  -2.25  -0.1297
C  -2.08  1.37  -3.12  -1.6073
C  -0.99  0.82  -2.45  -0.6585
N  -1.34  0.39  -1.24  0.6852
C  -0.86  -3.32  -0.47  0.6004
C  -0.92  -4.46  -1.27  -0.5884
N  0.44  -2.92  -0.01  -0.4109
C  1.47  -3.75  0.19  -0.4681
C  2.60  -3.00  0.44  -1.7414
C  2.15  -1.68  0.39  -0.9296
N  0.85  -1.63  0.10  1.0216
H  -3.11  -6.75  -2.44  0.3897
H  -1.36  -6.89  -2.36  0.3668
H  -2.11  -5.93  -3.64  0.2963
H  -4.25  -4.68  -1.64  0.4070
H  -4.15  -2.65  -0.32  0.4355
H  -3.81  -1.94  2.47  0.5630
H  -5.79  -0.55  2.94  0.4694
H  -7.41  1.19  2.00  0.4345
H  -6.80  2.43  0.90  0.3787
H  -6.30  2.42  2.59  0.2933
H  -4.70  2.09  -0.23  0.5192
H  -4.17  1.49  -2.36  0.5503
H  -2.11  1.77  -4.12  0.4763
H  0.02  0.68  -2.80  0.7115
H  0.00  -4.93  -1.58  0.6039
H  1.33  -4.82  0.15  0.6410
H  3.59  -3.35  0.65  0.5182
H  2.70  -0.78  0.57  1.2011
C  5.60  1.03  1.94  -1.5764
C  5.90  1.14  0.44  1.9363
C  6.69  2.43  0.16  -1.7138
C  6.71  -0.08  -0.02  -1.5825
C  4.62  1.18  -0.29  -0.5752
C  3.58  1.22  -0.89  -1.3778
H  6.53  1.04  2.51  0.4898
H  5.07  0.10  2.17  0.3034
H  4.98  1.86  2.28  0.2563
H  7.63  2.40  0.70  0.4256
H  6.13  3.30  0.49  0.3422
H  6.89  2.53  -0.90  0.3859
H  7.63  -0.15  0.56  0.4271
H  6.96  0.00  -1.07  0.3702
H  6.14  -1.00  0.13  0.2548
C  -0.92  4.55  2.95  -0.9170
C  0.46  4.40  2.87  -0.8875
C  1.02  3.52  1.96  0.0457
C  0.19  2.77  1.12  -0.9369
C  -1.18  2.93  1.19  -0.0001
C  -1.74  3.81  2.11  -0.6401
N  0.76  1.79  0.25  1.4819
C  1.43  2.22  -0.76  -0.0327
C  2.27  1.25  -1.57  2.7541
C  2.50  1.66  -3.00  -0.9506
C  2.29  2.90  -3.41  -0.7309
C  1.80  3.90  -2.47  -0.4938
C  1.43  3.60  -1.21  -1.2382
H  -1.35  5.23  3.66  0.4153
H  1.10  4.97  3.52  0.4665
H  2.09  3.39  1.89  0.5501
H  -1.83  2.38  0.51  0.4458
H  -2.81  3.93  2.15  0.5182
H  1.81  0.26  -1.52  -0.0044
H  2.92  0.90  -3.66  0.5444
H  2.50  3.20  -4.42  0.4806
H  1.70  4.93  -2.81  0.4519
H  1.01  4.37  -0.57  0.5295
C  0.14  -1.89  3.04  -0.5368
C  0.35  -2.04  4.57  -0.8830
N  0.55  -0.73  5.19  -0.2047
C  1.71  -0.09  4.57  -0.9516
C  1.48  0.11  3.05  0.1079
N  0.17  -0.46  2.65  1.8213
C  -0.89  0.24  3.43  0.3111
C  -0.63  0.09  4.95  -0.9368
H  -0.82  -2.29  2.71  0.3657
H  0.93  -2.41  2.49  0.1481
H  1.22  -2.66  4.78  0.3568
H  -0.52  -2.51  5.04  0.2750
H  2.58  -0.72  4.75  0.3244
H  1.88  0.87  5.06  0.3771
H  2.25  -0.38  2.46  0.2152
H  1.47  1.16  2.79  -0.5495
H  -1.85  -0.21  3.15  0.2636
H  -0.90  1.28  3.12  -0.6222
H  -1.48  -0.37  5.44  0.3241
H  -0.47  1.07  5.41  0.3432

# 2
Molecular formula: C44H50F50N4O11P
Method: DFT, ωB97M-V with the def2-TZVPD basis set

The calculation puts the orbital gap at 6.074 eV. Its HOMO energy is -5.119 eV. The value obtained for the energy above the lowest of the compared OMol25 structures with the same formula, charge and spin is 9.032 eV. Its total energy is -8087.35226 Eh. The total charge is -1.

Last column: Mulliken charge in e.
Atoms and positions in Å:
C  -4.62  4.80  -0.21  -0.8526
C  -5.30  4.16  -1.60  -0.0519
C  -4.19  4.22  -2.81  -0.2298
N  -3.72  2.88  -3.33  -0.5152
P  -2.48  2.11  -2.32  1.3304
C  -2.33  0.64  -3.57  -0.9242
C  -2.04  -0.81  -2.87  -0.0260
N  -2.27  -1.95  -3.62  -0.8856
C  -3.65  1.24  -1.06  0.0017
C  -4.94  0.49  -1.72  -0.2533
N  -6.15  0.59  -0.76  -0.5863
O  -1.30  2.88  -3.40  -0.7044
C  -0.05  3.20  -2.63  1.1165
C  1.02  3.37  -3.86  -0.5449
C  0.70  2.40  -5.17  0.0568
O  1.90  2.38  -6.07  -0.4978
C  2.89  1.39  -5.57  0.6241
C  2.93  -0.20  -6.10  -0.3472
O  3.87  1.70  -4.69  -0.5156
C  -0.36  4.75  -2.22  0.2870
C  0.93  5.65  -1.78  -1.0574
F  -1.02  5.50  -3.35  -0.4164
C  0.18  2.03  -1.48  -0.4282
O  0.62  0.89  -2.32  -0.2440
N  1.95  0.73  -2.30  0.3551
O  2.31  -0.31  -2.83  -0.4457
C  0.95  2.38  -0.08  0.6679
F  0.10  3.44  0.59  -0.3561
F  2.20  3.09  -0.44  -0.3662
C  1.06  1.23  1.04  0.7310
F  1.21  1.97  2.36  -0.3533
F  -0.18  0.40  1.26  -0.2531
C  2.29  0.17  1.01  0.3945
F  2.26  -0.47  2.39  -0.2981
F  2.06  -1.03  0.11  -0.2288
C  3.80  0.77  0.90  0.6104
F  4.70  -0.24  1.58  -0.2739
F  4.34  0.91  -0.47  -0.1806
F  4.04  2.05  1.60  -0.2245
O  -1.24  1.60  -1.21  -0.0646
H  -3.86  4.08  0.30  0.0748
H  -5.44  5.06  0.60  0.3102
H  -4.02  5.80  -0.46  0.2529
H  -6.17  4.91  -1.88  0.3605
H  -5.80  3.12  -1.42  -0.0325
H  -4.75  4.75  -3.72  0.3068
H  -3.36  4.96  -2.47  -0.0335
H  -3.46  2.91  -4.35  0.2327
H  -2.60  3.23  -1.40  -0.5099
H  -1.59  0.86  -4.46  0.3283
H  -3.41  0.56  -4.07  0.5499
H  -1.61  -0.99  -1.78  0.2096
H  -2.62  -1.58  -4.55  0.2936
H  -3.02  0.41  -0.47  -0.0342
H  -4.06  1.97  -0.22  -0.0674
H  -4.68  -0.68  -1.74  0.3173
H  -5.21  0.77  -2.82  0.0625
H  -6.46  -0.41  -0.57  0.2872
H  -6.95  1.02  -1.27  0.2331
H  1.11  4.46  -4.29  0.1814
H  2.10  3.12  -3.41  0.1190
H  -0.18  2.86  -5.84  0.1773
H  0.50  1.28  -4.89  0.0677
H  3.46  -0.89  -5.27  -0.0268
H  1.83  -0.63  -6.27  0.1487
H  3.60  -0.33  -7.07  0.3373
H  -1.14  4.84  -1.32  0.0466
H  0.90  6.74  -2.26  0.3607
H  0.84  5.84  -0.61  0.2387
H  1.98  5.15  -1.94  0.1758
C  -4.84  -0.80  -9.08  -0.7658
C  -3.68  -0.55  -8.11  1.0705
C  -2.29  -0.63  -8.74  0.0149
F  -2.03  -1.85  -9.26  -0.2228
F  -1.33  -0.40  -7.81  -0.2175
F  -3.79  -1.39  -7.05  -0.2793
F  -3.84  0.71  -7.60  -0.3538
O  -5.38  -2.13  -9.08  -0.4188
C  -4.70  -3.07  -9.91  0.7488
C  -4.06  -4.21  -9.11  0.1880
F  -3.17  -3.75  -8.19  -0.1873
F  -3.38  -5.06  -9.92  -0.2624
F  -3.81  -2.41  -10.69  -0.2690
F  -5.64  -3.57  -10.75  -0.3023
H  -5.67  -0.18  -8.73  0.3924
H  -4.63  -0.45  -10.09  0.3480
H  -2.17  0.11  -9.53  0.2504
H  -4.82  -4.79  -8.57  0.2353
C  4.66  0.62  6.24  -0.8748
C  3.59  -0.45  6.51  0.9737
C  2.19  -0.09  6.04  0.2411
F  1.71  1.01  6.66  -0.2206
F  1.31  -1.10  6.33  -0.2548
F  3.61  -0.78  7.83  -0.1986
F  3.98  -1.59  5.85  -0.3369
O  4.97  1.48  7.34  -0.4272
C  4.11  2.60  7.50  0.7424
C  3.33  2.57  8.81  0.1580
F  2.57  1.45  8.92  -0.1572
F  2.48  3.63  8.91  -0.2588
F  3.31  2.71  6.41  -0.2546
F  4.92  3.70  7.47  -0.3097
H  5.59  0.08  6.04  0.4116
H  4.47  1.18  5.32  0.4500
H  2.16  0.07  4.96  0.0669
H  4.01  2.59  9.67  0.2525
C  7.23  -1.41  -3.80  -0.7733
C  6.08  -1.95  -4.67  0.8644
C  5.30  -3.11  -4.05  0.0937
F  6.08  -4.19  -3.84  -0.2606
F  4.31  -3.52  -4.89  -0.2670
F  6.56  -2.27  -5.90  -0.3114
F  5.21  -0.91  -4.86  -0.2461
O  8.54  -1.90  -4.12  -0.4210
C  8.88  -3.15  -3.53  0.7670
C  9.11  -4.26  -4.57  0.2022
F  8.01  -4.46  -5.33  -0.2059
F  9.39  -5.44  -3.97  -0.2582
F  7.95  -3.48  -2.60  -0.2692
F  10.03  -2.93  -2.83  -0.3018
H  7.29  -0.34  -4.00  0.4260
H  7.02  -1.48  -2.73  0.4014
H  4.84  -2.82  -3.11  0.2904
H  9.95  -4.00  -5.23  0.2304
C  0.12  -1.74  9.65  -0.3737
C  0.98  -1.23  10.82  1.0393
C  1.01  -2.15  12.03  -0.0056
F  -0.21  -2.33  12.57  -0.2272
F  1.78  -1.61  13.02  -0.2846
F  0.57  0.02  11.15  -0.3090
F  2.26  -1.09  10.35  -0.3127
O  -1.20  -1.21  9.55  -0.3975
C  -2.18  -1.87  10.35  0.7381
C  -2.77  -0.97  11.44  0.2207
F  -1.82  -0.50  12.28  -0.2112
F  -3.67  -1.64  12.21  -0.2674
F  -1.65  -3.01  10.85  -0.2812
F  -3.16  -2.26  9.49  -0.2802
H  0.61  -1.39  8.73  0.0373
H  0.13  -2.83  9.56  0.3851
H  1.43  -3.13  11.78  0.3042
H  -3.29  -0.11  11.00  0.2322
C  -3.03  -1.25  3.62  -0.9199
C  -4.18  -1.79  2.75  1.1029
C  -4.96  -2.95  3.37  -0.0305
F  -4.18  -4.03  3.58  -0.2178
F  -5.95  -3.36  2.53  -0.2852
F  -3.70  -2.11  1.52  -0.2526
F  -5.05  -0.75  2.56  -0.3419
O  -1.72  -1.74  3.30  -0.1974
C  -1.38  -2.99  3.89  0.5892
C  -1.15  -4.10  2.85  0.2708
F  -2.25  -4.30  2.09  -0.2285
F  -0.87  -5.28  3.45  -0.2779
F  -2.31  -3.32  4.82  -0.2729
F  -0.23  -2.77  4.59  -0.2332
H  -2.97  -0.18  3.42  0.5369
H  -3.24  -1.32  4.69  0.2754
H  -5.42  -2.66  4.31  0.2952
H  -0.31  -3.84  2.19  0.2300